The following is a quantum chemistry calculation of a cluster of 12 separate species, C68H172N12O22 in total in a non-equilibrium geometry, from the Open Molecules 2025 dataset.

Structure (ORCA input):
```
! wB97M-V def2-TZVPD RIJCOSX def2/J DEFGRID3
* xyz 0 1
O -35.30 -14.02 -10.43
O -27.82 -4.97 -9.54
O -35.77 -1.21 -12.29
O -26.81 -3.47 -13.13
O -36.75 -4.40 -17.95
O -23.76 -4.79 -3.97
O -42.58 -2.68 -3.12
O -25.52 -1.18 -9.44
O -35.74 -9.52 -10.61
O -29.07 0.67 -6.67
O -37.97 -2.40 -3.58
O -32.80 -5.41 -12.13
O -35.33 -7.93 -3.19
O -32.71 -0.69 -10.97
O -38.87 -5.22 -9.56
O -33.43 -3.79 -0.66
O -33.81 -10.54 -6.51
O -28.31 -3.30 -5.50
O -33.98 -5.13 -8.11
O -30.81 -5.98 -3.99
O -35.90 -0.82 -8.29
O -25.78 -9.66 -12.46
N -40.09 -2.31 -1.48
N -29.02 -5.05 -12.44
N -33.91 1.40 -9.22
N -35.72 -2.50 -15.87
N -33.06 -12.57 -8.72
N -25.44 -2.69 -5.44
N -28.43 -0.48 -9.18
N -30.83 -4.95 -1.20
N -26.81 -6.84 -11.50
N -33.72 -4.58 -3.37
N -37.52 -7.76 -8.29
N -33.21 -1.47 -8.39
C -29.82 -5.91 -1.75
C -27.98 -1.77 -9.67
C -38.64 -5.55 -8.26
C -31.57 -5.44 -12.86
C -25.54 -3.12 -13.49
C -26.31 -2.28 -6.53
C -29.82 -0.47 -8.69
C -35.55 -8.92 -2.21
C -23.10 -4.89 -2.78
C -34.93 -3.49 -16.52
C -40.08 -4.48 -9.78
C -35.47 -8.37 -9.78
C -37.89 -3.17 -2.42
C -43.90 -2.47 -3.60
C -34.11 -3.78 -8.61
C -25.97 -6.35 -10.43
C -33.99 -5.92 -12.71
C -25.02 -8.41 -12.51
C -33.41 -11.16 -8.80
C -31.71 -5.47 -0.19
C -30.00 0.74 -7.74
C -35.32 -2.27 -14.51
C -33.57 -9.55 -5.48
C -29.44 -3.15 -4.68
C -27.45 -4.17 -14.15
C -35.33 -9.38 -11.95
C -23.28 -3.69 -4.73
C -32.93 -13.35 -9.95
C -30.68 -6.59 -5.27
C -33.33 -2.66 -6.30
C -29.33 1.60 -5.61
C -30.44 -4.99 -11.92
C -26.58 -1.68 -10.30
C -37.09 -1.54 -8.13
C -28.92 -4.94 -8.57
C -25.01 0.11 -9.65
C -33.17 -2.79 -7.87
C -36.26 -8.55 -8.45
C -26.82 -5.94 -9.22
C -34.64 -5.67 -3.73
C -34.71 -5.83 -5.24
C -38.65 -2.51 -1.25
C -32.60 -4.41 0.32
C -36.17 -13.51 -9.37
C -40.97 -3.52 -1.51
C -36.84 -2.57 -4.46
C -36.07 0.61 -8.32
C -37.49 -4.47 -19.16
C -36.27 -1.43 -13.64
C -34.18 -13.25 -10.88
C -32.47 -1.76 -11.88
C -26.18 -10.08 -13.77
C -30.30 -6.80 -2.92
C -28.93 -4.31 -13.70
C -42.43 -3.23 -1.82
C -35.71 -2.31 -11.38
C -37.33 -6.31 -8.11
C -35.37 1.20 -9.53
C -24.20 -3.30 -5.96
C -33.09 1.62 -10.38
C -33.00 0.60 -11.47
C -34.32 -2.84 -0.03
C -26.01 -7.17 -12.68
C -35.49 -3.79 -18.00
C -34.32 -6.99 -2.91
C -32.95 -10.35 -7.56
C -27.65 -2.04 -5.85
C -32.93 -5.92 -8.65
H -34.30 -6.80 -1.84
H -28.98 -5.35 -2.16
H -36.79 -3.59 -4.82
H -25.90 -1.38 -7.00
H -33.07 -3.60 -5.83
H -38.55 -3.14 -0.36
H -25.13 -2.39 -12.79
H -31.92 -10.53 -7.26
H -26.91 -10.88 -13.71
H -26.70 -7.34 -13.51
H -32.08 -5.26 -8.84
H -32.78 -4.89 -3.60
H -35.07 -4.93 -5.73
H -33.78 -3.66 -9.64
H -34.32 -5.34 -13.58
H -35.45 -6.58 -5.52
H -35.03 -2.41 -0.74
H -38.24 -5.25 -19.07
H -33.79 -2.02 0.46
H -37.13 0.85 -8.40
H -34.25 -9.20 -12.02
H -35.44 -2.93 -18.67
H -35.06 -4.46 -16.04
H -34.75 -5.99 -11.93
H -35.32 -2.00 -10.41
H -36.69 -2.78 -15.92
H -35.93 -2.30 -3.92
H -27.46 -3.69 -15.13
H -29.27 2.67 -5.82
H -23.53 -5.64 -2.11
H -35.79 -8.64 -12.60
H -33.69 -8.52 -5.80
H -29.81 1.66 -8.29
H -24.90 0.41 -10.69
H -30.13 -1.41 -8.24
H -24.44 -8.29 -11.60
H -36.82 -4.81 -19.95
H -40.36 -3.74 -9.03
H -27.52 -6.13 -11.60
H -32.24 1.00 -12.14
H -26.31 -2.63 -10.76
H -29.44 -7.41 -3.18
H -40.08 -3.85 -10.67
H -34.34 -2.37 -6.00
H -33.76 -13.02 -8.15
H -32.61 -9.67 -4.97
H -30.49 -0.29 -9.53
H -34.70 -9.06 -1.54
H -33.74 -6.17 -5.59
H -32.71 -6.80 -8.05
H -35.45 0.57 -10.41
H -34.47 -11.08 -9.04
H -23.66 -2.67 -6.67
H -25.69 0.82 -9.17
H -31.11 -7.47 -2.61
H -33.21 -4.91 1.07
H -35.74 -7.43 -10.26
H -28.54 -4.85 -7.55
H -35.77 2.18 -9.80
H -35.60 -10.27 -12.53
H -29.42 -4.96 -14.43
H -35.62 -5.25 -3.52
H -32.17 -3.22 -7.92
H -29.56 -4.04 -4.06
H -28.32 -1.66 -6.62
H -25.65 -2.57 -14.42
H -32.65 -2.65 -11.27
H -39.52 -6.03 -7.82
H -31.36 -4.55 -1.95
H -37.84 -3.45 -19.33
H -36.43 -9.62 -8.29
H -31.03 -7.62 -5.14
H -28.66 -2.26 -10.35
H -31.62 -4.69 -13.65
H -33.38 -7.47 -3.18
H -23.03 -3.95 -2.23
H -31.16 -5.93 0.63
H -38.21 -1.54 -1.04
H -25.30 -7.12 -10.05
H -35.17 -3.23 -14.02
H -35.67 -13.21 -8.45
H -43.00 -4.15 -1.70
H -36.79 -12.73 -9.82
H -25.34 -6.40 -13.06
H -36.96 -6.17 -7.09
H -31.18 -5.99 -6.03
H -29.52 -5.85 -8.62
H -25.95 -3.36 -4.88
H -36.83 -14.37 -9.32
H -33.12 -1.69 -12.76
H -29.38 -2.32 -3.97
H -27.01 -5.16 -14.20
H -38.20 -4.21 -2.52
H -35.78 0.96 -7.33
H -32.24 -6.37 -0.49
H -33.87 -3.25 -16.57
H -36.85 -1.84 -5.27
H -36.32 -0.45 -14.11
H -34.40 -8.37 -9.58
H -34.39 -1.70 -14.40
H -22.06 -5.21 -2.85
H -26.73 -1.00 -11.14
H -32.76 -1.85 -5.84
H -31.50 -1.70 -12.37
H -33.87 -13.68 -11.83
H -38.02 -7.89 -9.16
H -37.27 -1.87 -13.72
H -27.47 -1.30 -5.06
H -36.60 -5.81 -8.74
H -37.79 -1.26 -8.92
H -31.98 -3.73 0.90
H -35.02 -3.07 -11.75
H -24.04 0.30 -9.19
H -33.08 -1.49 -9.39
H -35.12 -3.36 -8.63
H -38.60 -4.64 -7.67
H -32.06 -13.09 -10.56
H -36.69 -2.79 -11.28
H -33.92 0.59 -12.06
H -26.18 -5.58 -8.42
H -34.35 -9.71 -4.74
H -24.48 -4.18 -6.55
H -35.65 -8.28 -7.59
H -30.44 -3.10 -5.12
H -40.95 -4.08 -0.57
H -23.22 -2.82 -4.07
H -43.93 -1.90 -4.53
H -36.90 -3.12 -1.97
H -32.95 -9.29 -7.83
H -27.87 -0.11 -8.43
H -27.35 -6.82 -8.85
H -40.56 -4.20 -2.25
H -44.45 -3.41 -3.57
H -25.45 -5.47 -10.82
H -32.13 1.75 -9.88
H -26.42 -3.06 -7.27
H -33.26 2.60 -10.82
H -29.63 -6.60 -5.57
H -29.36 -6.46 -0.92
H -34.81 -3.33 0.80
H -33.57 0.52 -8.86
H -24.27 -8.42 -13.31
H -37.52 -1.31 -7.16
H -33.85 -6.92 -13.12
H -32.79 -14.38 -9.62
H -22.26 -3.89 -5.09
H -30.76 -4.01 -11.55
H -40.08 -1.93 -2.42
H -24.86 -3.96 -13.61
H -40.95 -5.12 -9.98
H -30.26 1.46 -5.06
H -36.96 -2.62 -8.20
H -34.53 -12.23 -11.07
H -28.50 1.50 -4.91
H -36.40 -8.61 -1.60
H -34.17 -1.19 -8.25
H -29.63 -4.12 -8.74
H -29.44 -3.35 -13.72
H -26.67 -9.31 -14.38
H -33.29 -6.32 -9.59
H -30.48 -5.56 -10.99
H -31.38 -6.44 -13.25
H -28.42 -4.45 -11.89
H -44.43 -1.79 -2.94
H -42.81 -2.50 -1.11
H -34.81 -4.53 -18.42
H -25.35 -10.53 -14.31
H -27.92 -2.43 -8.80
H -32.84 -10.78 -9.64
H -31.01 0.87 -7.34
H -33.68 -4.35 -2.38
H -35.88 -9.87 -2.64
*
```

M: 1510.186 g mol⁻¹
energy above the lowest of the compared OMol25 structures with the same formula, charge and spin: 98.49 kcal/mol
strongest force on any atom: 3.55 eV Å⁻¹
calculated total energy: -136212.4508 eV
frontier orbital gap: 8.58 eV

Atom charges from the Mulliken analysis, given in e for atoms 1 to 8:
1. O -0.441
2. O 0.451
3. O -0.130
4. O 0.015
5. O -0.322
6. O -0.261
7. O -0.227
8. O -0.219